(P)
{
  "formula": "CH3N3O2S",
  "method": "ωB97M-V with the def2-TZVPD basis set",
  "symbols": ["N", "S", "O", "O", "H", "N", "C", "N", "H", "H"],
  "positions_angstrom": [[-0.88, 1.30, -1.71], [0.39, 0.49, -1.67], [0.34, -0.80, -2.28], [1.64, 1.07, -1.29], [-0.76, 2.22, -1.32], [0.06, -0.64, 0.44], [-0.09, -0.75, 1.65], [-0.05, -0.73, 2.85], [0.16, -1.44, -0.17], [-0.80, -0.73, 3.51]],
  "homo_energy_ev": -10.892,
  "multiplicity": 1,
  "orbital_gap_ev": 11.15,
  "smiles": "N=S(=O)=O.N=C=N",
  "lumo_energy_ev": 0.3
}

(Q)
{
  "formula": "CH3N3O2S",
  "method": "ωB97M-V with the def2-TZVPD basis set",
  "symbols": ["C", "N", "N", "N", "O", "O", "S", "H", "H", "H"],
  "positions_angstrom": [[1.27, 0.49, -0.21], [0.31, 1.23, -0.38], [-1.38, -0.81, -0.03], [2.01, -0.38, 0.22], [-2.07, 1.43, -1.02], [-1.46, 1.12, 1.42], [-1.52, 0.67, 0.07], [0.14, 2.24, -0.04], [-1.34, -1.13, 0.92], [2.91, -0.74, -0.03]],
  "homo_energy_ev": -10.247,
  "multiplicity": 1,
  "orbital_gap_ev": 9.98,
  "lumo_energy_ev": -0.3
}

(R)
{
  "formula": "CH3N3O2S",
  "method": "ωB97M-V with the def2-TZVPD basis set",
  "symbols": ["C", "N", "N", "N", "O", "O", "S", "H", "H", "H"],
  "positions_angstrom": [[0.03, -0.05, 0.17], [-1.83, -2.22, 0.09], [-2.04, -2.10, -0.99], [-0.61, 0.81, 0.82], [-2.43, 0.24, -1.19], [-3.18, 0.80, 1.09], [-2.45, 1.21, -0.09], [1.02, -0.53, 0.59], [-0.23, -0.04, -0.95], [-0.53, 0.80, 1.85]],
  "homo_energy_ev": -9.719,
  "multiplicity": 1,
  "orbital_gap_ev": 9.68,
  "lumo_energy_ev": 0.0
}

Which one is most stable, and which one is least stable? (R) is the most stable of them, while (Q) is the least stable.

(P)
{
  "formula": "C47H39EuFN5O5P",
  "method": "ωB97M-V with the def2-TZVPD basis set",
  "symbols": ["Eu", "C", "C", "N", "N", "C", "O", "C", "C", "C", "C", "C", "C", "C", "C", "C", "C", "C", "N", "H", "H", "H", "H", "H", "H", "H", "H", "H", "H", "H", "H", "O", "N", "C", "C", "C", "C", "C", "C", "C", "P", "C", "C", "C", "C", "C", "C", "C", "C", "C", "C", "C", "C", "H", "H", "H", "H", "H", "H", "H", "H", "H", "H", "H", "H", "H", "H", "H", "H", "C", "C", "C", "C", "C", "C", "C", "F", "C", "C", "C", "O", "C", "C", "N", "C", "C", "O", "O", "H", "H", "H", "H", "H", "H", "H", "H", "H", "H", "H"],
  "positions_angstrom": [[-0.27, -0.38, -0.86], [-2.74, 3.00, 0.84], [-2.36, 1.73, 0.15], [-1.44, 0.92, 0.55], [-0.66, 1.15, 1.64], [0.22, 0.16, 1.83], [0.28, -0.89, 1.11], [1.16, 0.31, 2.95], [1.04, 1.32, 3.90], [1.97, 1.43, 4.92], [3.04, 0.55, 4.99], [3.16, -0.47, 4.06], [2.23, -0.58, 3.04], [-3.00, 1.33, -1.11], [-3.94, 2.14, -1.77], [-4.46, 1.72, -2.98], [-4.05, 0.50, -3.51], [-3.12, -0.24, -2.80], [-2.60, 0.15, -1.65], [-2.16, 3.09, 1.76], [-3.81, 3.02, 1.07], [-2.51, 3.85, 0.20], [0.21, 2.00, 3.84], [1.87, 2.21, 5.66], [3.77, 0.65, 5.78], [3.98, -1.17, 4.11], [2.30, -1.36, 2.30], [-4.22, 3.09, -1.36], [-5.15, 2.35, -3.52], [-4.45, 0.13, -4.45], [-2.77, -1.20, -3.18], [1.51, -2.08, -1.64], [0.24, -2.58, -1.96], [-0.27, -3.30, -1.05], [-1.56, -3.98, -1.23], [-1.70, -5.02, -2.14], [-2.90, -5.71, -2.21], [-3.95, -5.36, -1.38], [-3.82, -4.30, -0.49], [-2.63, -3.61, -0.40], [-2.33, -2.12, 0.64], [-1.53, -2.87, 2.10], [-1.43, -2.03, 3.22], [-0.84, -2.48, 4.38], [-0.34, -3.76, 4.45], [-0.42, -4.60, 3.34], [-1.01, -4.16, 2.17], [-4.01, -1.87, 1.36], [-4.43, -2.48, 2.54], [-5.67, -2.19, 3.07], [-6.52, -1.30, 2.42], [-6.12, -0.72, 1.23], [-4.87, -1.00, 0.70], [1.81, -1.63, -2.46], [0.29, -3.46, -0.11], [-0.87, -5.29, -2.76], [-3.00, -6.53, -2.90], [-4.88, -5.91, -1.42], [-4.65, -4.03, 0.15], [-1.85, -1.03, 3.16], [-0.79, -1.82, 5.24], [0.11, -4.12, 5.36], [-0.02, -5.60, 3.39], [-1.10, -4.83, 1.33], [-3.78, -3.18, 3.06], [-5.98, -2.66, 3.99], [-7.48, -1.07, 2.85], [-6.79, -0.04, 0.72], [-4.55, -0.54, -0.22], [3.76, 4.44, -4.92], [4.36, 4.39, -3.52], [5.88, 4.21, -3.58], [6.45, 4.29, -2.18], [5.79, 3.27, -1.31], [6.44, 2.78, -0.20], [5.83, 1.83, 0.62], [6.50, 1.40, 1.70], [4.59, 1.34, 0.33], [3.92, 1.81, -0.80], [2.61, 1.27, -1.12], [2.04, 0.39, -0.44], [1.99, 1.83, -2.28], [2.57, 2.83, -2.98], [3.80, 3.30, -2.71], [4.50, 2.80, -1.63], [0.61, 1.25, -2.42], [-0.32, 1.85, -1.84], [0.49, 0.09, -2.88], [4.42, 5.01, -5.57], [2.79, 4.93, -4.94], [3.67, 3.44, -5.34], [4.13, 5.33, -2.99], [6.31, 4.99, -4.21], [6.10, 3.24, -4.02], [6.26, 5.29, -1.77], [7.53, 4.15, -2.18], [7.44, 3.12, 0.03], [4.09, 0.60, 0.94], [2.04, 3.30, -3.80]],
  "homo_energy_ev": [-3.831, -7.586],
  "multiplicity": 8,
  "orbital_gap_ev": [3.69, 7.45],
  "s_squared": 15.76,
  "lumo_energy_ev": [-0.1, -0.1]
}

(Q)
{
  "formula": "C47H39EuFN5O5P",
  "method": "ωB97M-V with the def2-TZVPD basis set",
  "symbols": ["Eu", "C", "C", "N", "N", "C", "O", "C", "C", "C", "C", "C", "C", "C", "C", "C", "C", "C", "N", "H", "H", "H", "H", "H", "H", "H", "H", "H", "H", "H", "H", "O", "N", "C", "C", "C", "C", "C", "C", "C", "P", "C", "C", "C", "C", "C", "C", "C", "C", "C", "C", "C", "C", "H", "H", "H", "H", "H", "H", "H", "H", "H", "H", "H", "H", "H", "H", "H", "H", "C", "C", "C", "C", "C", "C", "C", "F", "C", "C", "C", "O", "C", "C", "N", "C", "C", "O", "O", "H", "H", "H", "H", "H", "H", "H", "H", "H", "H", "H"],
  "positions_angstrom": [[0.73, -0.15, -0.84], [3.07, 2.78, 1.69], [2.63, 1.50, 1.03], [2.43, 1.38, -0.23], [2.61, 2.45, -1.08], [1.89, 2.31, -2.17], [0.99, 1.41, -2.39], [2.14, 3.35, -3.23], [2.75, 4.55, -2.91], [2.99, 5.51, -3.89], [2.61, 5.27, -5.20], [2.00, 4.06, -5.53], [1.75, 3.11, -4.54], [2.34, 0.27, 1.82], [2.24, 0.29, 3.21], [1.90, -0.88, 3.88], [1.69, -2.04, 3.16], [1.83, -1.98, 1.79], [2.13, -0.86, 1.13], [3.24, 3.53, 0.93], [3.99, 2.62, 2.26], [2.30, 3.14, 2.38], [3.05, 4.73, -1.88], [3.46, 6.45, -3.62], [2.79, 6.01, -5.97], [1.70, 3.87, -6.55], [1.25, 2.19, -4.79], [2.40, 1.22, 3.75], [1.79, -0.87, 4.96], [1.41, -2.97, 3.64], [1.69, -2.86, 1.17], [1.42, -0.99, -3.51], [2.51, -1.14, -2.69], [2.87, -2.35, -2.55], [2.25, -3.58, -3.10], [3.08, -4.50, -3.73], [2.57, -5.70, -4.20], [1.23, -6.00, -4.01], [0.41, -5.10, -3.35], [0.89, -3.87, -2.91], [-0.11, -2.70, -1.90], [-1.06, -3.89, -0.88], [-0.37, -4.86, -0.15], [-1.03, -5.67, 0.76], [-2.39, -5.52, 0.97], [-3.09, -4.56, 0.25], [-2.43, -3.75, -0.67], [-1.37, -2.02, -3.06], [-1.85, -2.70, -4.17], [-2.76, -2.10, -5.03], [-3.19, -0.80, -4.80], [-2.71, -0.10, -3.70], [-1.80, -0.71, -2.84], [1.26, -0.03, -3.49], [3.77, -2.45, -1.94], [4.13, -4.27, -3.85], [3.22, -6.41, -4.69], [0.83, -6.95, -4.35], [-0.63, -5.37, -3.15], [0.70, -4.98, -0.31], [-0.47, -6.41, 1.32], [-2.91, -6.14, 1.69], [-4.16, -4.43, 0.41], [-2.98, -2.99, -1.21], [-1.52, -3.71, -4.38], [-3.12, -2.64, -5.90], [-3.89, -0.32, -5.48], [-3.02, 0.91, -3.51], [-1.46, -0.15, -1.99], [-2.87, 0.45, 5.98], [-2.88, 1.79, 5.27], [-2.31, 2.89, 6.15], [-2.40, 4.23, 5.44], [-1.71, 4.16, 4.11], [-1.15, 5.28, 3.53], [-0.52, 5.19, 2.29], [0.02, 6.31, 1.77], [-0.44, 4.02, 1.61], [-0.99, 2.87, 2.18], [-0.88, 1.60, 1.43], [-0.36, 1.61, 0.31], [-1.38, 0.44, 2.11], [-1.97, 0.58, 3.32], [-2.13, 1.75, 3.99], [-1.62, 2.93, 3.42], [-1.21, -0.97, 1.58], [-1.40, -1.91, 2.37], [-0.86, -1.05, 0.36], [-3.28, 0.59, 6.98], [-1.85, 0.07, 6.08], [-3.47, -0.31, 5.48], [-3.92, 2.05, 5.03], [-1.27, 2.65, 6.39], [-2.87, 2.91, 7.09], [-1.96, 5.03, 6.04], [-3.45, 4.49, 5.30], [-1.19, 6.23, 4.04], [0.05, 3.95, 0.64], [-2.32, -0.32, 3.80]],
  "homo_energy_ev": [-5.336, -7.723],
  "multiplicity": 8,
  "orbital_gap_ev": [5.44, 7.84],
  "s_squared": 15.76,
  "lumo_energy_ev": [0.1, 0.1]
}

Which one is most stable, and which one is least stable? (Q) is the most stable of them, while (P) is the least stable.

(P)
{
  "formula": "C6H14",
  "method": "ωB97M-V with the def2-TZVPD basis set",
  "symbols": ["C", "C", "C", "C", "C", "C", "H", "H", "H", "H", "H", "H", "H", "H", "H", "H", "H", "H", "H", "H"],
  "positions_angstrom": [[-2.74, -0.36, -0.02], [-1.51, 0.57, -0.07], [-0.30, -0.40, 0.15], [1.07, -0.03, -0.31], [2.00, -1.15, 0.07], [1.45, 1.46, 0.08], [-3.59, 0.23, -0.14], [-2.61, -1.22, -0.78], [-2.86, -0.76, 1.06], [-1.57, 1.36, 0.75], [-1.44, 1.03, -1.11], [-0.20, -0.49, 1.22], [-0.52, -1.48, -0.09], [1.18, -0.28, -1.45], [3.10, -0.98, -0.28], [1.92, -2.14, -0.49], [2.12, -1.27, 1.21], [0.49, 2.09, 0.08], [1.91, 1.41, 1.19], [2.22, 2.00, -0.62]],
  "homo_energy_ev": -10.339,
  "multiplicity": 1,
  "orbital_gap_ev": 11.51,
  "smiles": "CCCC(C)C",
  "lumo_energy_ev": 1.2
}

(Q)
{
  "formula": "C6H14",
  "method": "ωB97M-V with the def2-TZVPD basis set",
  "symbols": ["C", "C", "C", "C", "C", "C", "H", "H", "H", "H", "H", "H", "H", "H", "H", "H", "H", "H", "H", "H"],
  "positions_angstrom": [[1.98, 0.45, 0.65], [1.45, -0.32, -0.58], [0.20, 0.21, -0.99], [-1.06, -0.58, -1.02], [-2.26, 0.08, -0.23], [-1.86, 0.31, 1.26], [1.34, 0.36, 1.53], [3.11, -0.07, 0.76], [2.25, 1.47, 0.40], [2.22, -0.26, -1.36], [1.34, -1.37, -0.28], [0.31, 0.88, -1.84], [4.09, -0.04, 0.67], [-0.96, -1.58, -0.59], [-1.37, -0.69, -2.06], [-2.58, 0.94, -0.81], [-3.00, -0.72, -0.21], [-2.00, -0.64, 1.78], [-2.41, 1.10, 1.76], [-0.79, 0.48, 1.15]],
  "homo_energy_ev": -6.802,
  "multiplicity": 1,
  "orbital_gap_ev": 5.66,
  "lumo_energy_ev": -1.1
}

Which one is most stable, and which one is least stable? (P) is the most stable of them, while (Q) is the least stable.